Record 1
Below is one molecule with the formula C8H9NO4S, with properties calculated with ωB97M-V/def2-TZVPD.

Structure (XYZ):
```
23
Properties=species:S:1:pos:R:3
C -1.34 -2.44 1.54
C -0.45 -1.96 2.47
C -1.43 -1.78 0.28
C 0.19 -0.73 2.27
C -0.87 -0.57 0.10
C -0.02 0.04 1.16
C -1.17 0.34 -1.09
C -0.11 1.36 -1.20
N 2.77 1.38 -0.78
O 1.56 -0.56 -1.93
O 1.65 1.71 -3.00
O 0.47 1.20 1.01
O -0.33 2.63 -1.42
S 1.58 0.90 -1.82
H -1.70 -3.47 1.73
H -0.14 -2.41 3.30
H -2.01 -2.27 -0.60
H 0.85 -0.54 3.03
H -1.34 -0.26 -1.95
H -2.16 0.89 -0.91
H 2.21 1.27 0.01
H 3.15 2.34 -1.00
H -1.36 2.93 -1.18
```

Kohn-Sham gap: 6.53 eV
largest force on an atom: 4.53 eV/Å
2S+1: 1
HOMO: -7.674 eV
total energy: -1064.01045 a.u.
energy above the lowest of the compared OMol25 structures with the same formula, charge and spin: 39.72 kcal per mole

Record 2
Below is C12H23CaO26PS5 as an isolated structure, with properties calculated with ωB97M-V/def2-TZVPD.

Structure (XYZ):
```
68
Properties=species:S:1:pos:R:3
Ca -0.23 0.00 0.95
P 1.22 -1.73 3.05
O 2.49 -0.98 3.58
O 1.87 -3.02 2.41
O 1.57 -0.90 1.64
O -0.24 -1.13 2.84
C 2.34 -0.63 -3.07
C 2.32 -0.48 -1.53
O 3.27 -0.88 -0.87
O 1.25 0.07 -1.07
H 1.30 -0.67 -3.41
H 2.92 -1.50 -3.38
H 2.79 0.25 -3.54
C -4.23 -0.86 -2.15
C -5.38 -0.44 -1.23
O -4.80 -0.26 0.03
S -3.74 -1.48 0.26
O -4.47 -2.66 0.56
O -2.73 -1.08 1.15
O -3.27 -1.47 -1.27
H -3.67 -0.03 -2.58
H -4.55 -1.56 -2.92
H -6.19 -1.17 -1.22
H -5.82 0.47 -1.64
C 3.36 2.89 -0.91
C 3.91 1.91 0.12
O 2.89 1.70 1.07
S 1.90 2.95 1.13
O 2.48 3.96 1.96
O 0.59 2.45 1.30
O 2.12 3.39 -0.40
H 2.98 2.35 -1.78
H 4.04 3.67 -1.24
H 4.82 2.26 0.61
H 4.22 0.97 -0.32
C 1.03 -5.08 0.00
C 2.08 -4.51 -0.92
O 1.51 -3.36 -1.47
S -0.10 -3.29 -1.28
O -0.71 -3.21 -2.57
O -0.41 -2.36 -0.28
O -0.20 -4.77 -0.69
H 1.05 -4.59 0.99
H 1.05 -6.16 0.15
H 2.38 -5.26 -1.66
H 2.95 -4.20 -0.34
C 0.04 1.18 5.15
C -1.25 1.43 5.91
O -2.22 1.64 4.89
S -1.59 2.23 3.55
O -1.99 3.59 3.46
O -1.86 1.36 2.46
O -0.07 2.00 3.97
H 0.19 0.15 4.81
H 0.92 1.56 5.67
H -1.12 2.31 6.56
H -1.60 0.66 6.59
C -0.73 1.84 -4.13
C 0.45 2.28 -3.24
O -0.17 2.61 -2.03
S -1.60 1.93 -1.85
O -2.63 2.91 -1.93
O -1.58 1.13 -0.67
O -1.50 1.08 -3.17
H -0.48 1.23 -4.99
H -1.37 2.69 -4.35
H 1.00 3.15 -3.60
H 1.16 1.46 -3.16
```

net charge: -2
Kohn-Sham gap: 1.65 eV
largest force on an atom: 12.14 eV/Å
2S+1: 1
HOMO: 1.890 eV
total energy: -5437.15561 a.u.

Record 3
Below is C16H30AsCoN2O5 as an isolated structure, with properties calculated with ωB97M-V/def2-TZVPD.

Structure (XYZ):
```
55
Properties=species:S:1:pos:R:3
Co -0.31 -0.30 -0.27
C -0.64 1.93 -2.63
O -0.73 1.73 -1.23
C -1.82 2.42 -0.65
C -1.65 2.36 0.87
O -1.31 1.02 1.19
C -1.75 0.48 2.42
C -2.25 -0.93 2.11
O -1.23 -1.69 1.45
C -0.50 -2.52 2.34
H -0.47 2.99 -2.84
H -1.55 1.61 -3.14
H 0.21 1.35 -2.98
H -2.77 1.95 -0.95
H -1.82 3.47 -0.98
H -2.59 2.65 1.35
H -0.85 3.03 1.20
H -2.55 1.07 2.86
H -0.90 0.45 3.13
H -3.08 -0.86 1.40
H -2.58 -1.44 3.01
H 0.01 -1.95 3.11
H 0.24 -3.05 1.73
H -1.17 -3.25 2.81
N 1.83 0.15 0.63
N 2.73 -0.41 -0.31
C 2.26 -0.67 -1.61
O 3.05 -0.91 -2.49
O 0.98 -0.68 -1.73
H 1.93 1.17 0.68
H 2.06 -0.23 1.55
H 3.70 -0.12 -0.27
C -3.01 -3.13 -1.36
As -1.29 -2.18 -1.59
C -0.03 -3.59 -1.05
C -1.00 -2.14 -3.56
C -1.76 -3.14 -4.36
C -2.52 -2.75 -5.46
C -3.15 -3.69 -6.25
C -3.05 -5.04 -5.95
C -2.32 -5.44 -4.85
C -1.67 -4.50 -4.07
H -3.82 -2.54 -1.79
H -3.21 -3.26 -0.30
H -3.00 -4.11 -1.84
H -0.51 -4.31 -0.38
H 0.82 -3.13 -0.55
H 0.35 -4.11 -1.92
H 0.08 -2.30 -3.67
H -1.21 -1.13 -3.91
H -2.60 -1.70 -5.70
H -3.72 -3.37 -7.11
H -3.54 -5.77 -6.57
H -2.25 -6.49 -4.60
H -1.09 -4.83 -3.22
```

⟨S²⟩: 0.817
net charge: +1
Kohn-Sham gap (alpha / beta): 7.21 / 8.54 eV
largest force on an atom: 2.27 eV/Å
2S+1: 2
HOMO (alpha / beta): -11.165 / -11.160 eV
total energy: -4731.64164 a.u.
energy above the lowest of the compared OMol25 structures with the same formula, charge and spin: 25.73 kcal per mole

Record 4
Below is C26H66BO30 as an isolated structure, with properties calculated with ωB97M-V/def2-TZVPD.

Structure (XYZ):
```
123
Properties=species:S:1:pos:R:3
O 2.57 1.95 0.78
C 2.03 0.90 1.11
O 0.80 0.68 1.16
B 0.42 -0.65 0.84
O 1.77 -1.32 0.90
C 2.64 -0.45 1.01
O 3.85 -0.64 0.85
O -0.23 -0.79 -0.46
C -1.12 -1.67 -0.27
O -1.85 -1.98 -1.23
C -1.35 -1.96 1.03
O -0.59 -1.23 1.71
O -2.44 -2.14 1.43
C -1.73 -3.66 5.11
C -1.31 -3.60 6.66
O -0.05 -4.12 6.71
O -3.04 -3.22 4.97
H -1.72 -4.57 4.63
H -1.05 -2.92 4.64
H -1.92 -4.29 7.11
H -1.20 -2.58 7.17
H 0.52 -3.77 6.10
H -3.12 -3.09 4.04
C -5.33 -0.24 1.67
C -4.09 0.68 2.14
O -4.44 1.95 1.92
O -5.14 -1.53 1.88
H -5.68 -0.09 0.74
H -5.95 0.32 2.32
H -3.43 0.39 1.45
H -3.91 0.47 3.08
H -5.25 2.16 2.52
H -4.38 -1.83 1.38
C 3.46 5.46 -0.32
C 3.68 6.71 0.62
O 4.88 6.51 1.35
O 2.41 5.63 -1.24
H 3.45 4.52 0.12
H 4.41 5.34 -0.87
H 2.75 6.87 1.35
H 3.90 7.67 0.17
H 4.67 5.77 2.10
H 1.59 5.93 -0.74
C 0.69 -3.22 -3.10
C 2.00 -3.08 -2.35
O 2.97 -4.02 -2.76
O 0.04 -4.48 -2.71
H 0.83 -3.10 -4.11
H -0.03 -2.51 -2.75
H 1.84 -3.05 -1.32
H 2.28 -2.10 -2.62
H 2.78 -4.83 -2.23
H 0.05 -4.33 -1.67
C -2.60 1.37 -2.62
C -2.99 1.42 -1.21
O -3.74 2.53 -0.76
O -1.74 0.37 -3.01
H -2.11 2.33 -2.98
H -3.50 1.45 -3.47
H -2.23 1.32 -0.46
H -3.36 0.42 -0.97
H -4.02 2.51 0.16
H -1.91 -0.48 -2.71
C 2.83 2.24 -3.14
C 1.43 1.80 -2.62
O 1.45 0.38 -2.39
O 2.98 3.62 -3.32
H 2.98 1.70 -3.99
H 3.55 1.98 -2.40
H 0.88 2.15 -3.54
H 1.21 2.34 -1.77
H 0.59 0.03 -2.05
H 2.76 3.93 -2.35
C -4.92 -1.65 -2.81
C -5.99 -1.56 -3.99
O -7.08 -0.79 -3.47
O -3.86 -2.38 -3.20
H -5.36 -2.37 -1.92
H -4.79 -0.84 -2.27
H -6.13 -2.59 -4.41
H -5.62 -1.17 -4.94
H -6.57 0.04 -3.25
H -3.42 -2.60 -2.45
C 6.44 2.42 2.20
C 6.53 1.90 0.74
O 5.35 2.27 0.00
O 7.26 1.74 3.05
H 5.45 2.37 2.61
H 6.30 3.47 2.46
H 6.69 0.85 1.03
H 7.40 2.15 0.08
H 4.66 2.20 0.56
H 7.22 0.81 2.87
C 5.91 -0.31 -2.36
C 5.56 -1.59 -1.72
O 6.16 -1.63 -0.51
O 5.41 -0.05 -3.64
H 7.13 -0.19 -2.36
H 5.50 0.41 -1.72
H 5.85 -2.50 -2.18
H 4.49 -1.79 -1.58
H 5.58 -1.17 0.12
H 5.05 -0.70 -3.89
C -4.91 -4.67 -0.10
C -5.47 -5.17 -1.49
O -6.15 -6.41 -1.19
O -4.10 -3.47 -0.38
H -4.24 -5.35 0.46
H -5.75 -4.32 0.58
H -4.47 -5.32 -2.27
H -6.21 -4.42 -2.05
H -6.94 -6.21 -1.06
H -3.62 -3.26 0.36
C 0.50 4.20 3.26
C -0.63 3.41 2.55
O -0.66 2.14 3.19
O 0.69 5.47 2.67
H 1.49 3.96 3.06
H 0.52 4.36 4.26
H -0.62 3.45 1.47
H -1.69 3.66 2.72
H -0.41 1.45 2.69
H 1.05 5.47 1.81
```

net charge: -1
Kohn-Sham gap: 7.82 eV
largest force on an atom: 16.58 eV/Å
2S+1: 1
HOMO: -7.372 eV
total energy: -3311.92276 a.u.
energy above the lowest of the compared OMol25 structures with the same formula, charge and spin: 336.68 kcal per mole

Which of these has the highest 2S+1? C16H30AsCoN2O5